The following is a quantum chemistry calculation of a 7-piece molecular cluster, H14O7 overall, from OMol25.

Structure (XYZ):
```
21
Properties=species:S:1:pos:R:3:forces:R:3
O -1.359 -0.442 -0.292 2.657 -1.376 0.429
H -0.706 -1.227 -0.195 -0.644 1.825 0.036
H -2.072 -0.974 -0.588 -1.841 -0.357 -0.477
O 0.160 3.994 -2.230 1.452 1.447 -0.578
H -0.430 3.283 -2.169 -1.507 -1.713 0.337
H 0.486 3.893 -3.135 0.078 0.235 0.222
O 0.642 0.784 -2.235 -0.871 0.016 0.523
H 1.452 1.276 -2.143 0.454 0.289 0.099
H 0.127 0.972 -1.423 0.354 -0.412 -0.670
O -2.127 -3.413 0.433 -0.901 -0.813 0.906
H -2.628 -4.016 1.039 0.605 0.825 -0.927
H -1.415 -3.075 0.986 0.254 -0.096 -0.078
O 2.511 0.423 1.035 -1.104 1.864 -0.368
H 2.757 1.331 0.724 0.230 -1.270 0.301
H 1.552 0.600 1.217 0.901 -0.725 0.154
O 0.426 -2.261 0.996 1.810 2.594 2.005
H 0.365 -1.551 1.752 -0.174 -1.823 -1.815
H 1.401 -2.132 0.794 -1.519 -0.513 -0.046
O -0.327 0.599 2.076 0.325 -1.637 0.063
H -0.675 0.423 1.192 -0.618 0.141 -0.227
H -0.140 1.511 2.164 0.057 1.498 0.110
```
Forces are in eV/Å.

Values from the calculation:
- SMILES: O.O.O.O.O.O.O
- HOMO: -11.38 eV
- Gap between HOMO and LUMO: 11.53 eV
- LUMO energy: 0.2 eV
- Total energy: -14559.7555 eV

Löwdin population analysis, charges in e, atoms 1 to 4:
1 O -0.07
2 H 0.07
3 H 0.03
4 O -0.04

=====

The following is a quantum chemistry calculation of a 7-piece molecular cluster, H14O7 overall, from OMol25.

Structure (XYZ):
```
21
Properties=species:S:1:pos:R:3:forces:R:3
O 0.291 -0.309 2.626 1.289 -2.084 -1.350
H -0.167 -0.546 3.392 -1.705 0.609 2.428
H 0.589 -1.266 2.496 0.191 1.630 -1.295
O 1.211 0.948 0.222 -0.713 -0.462 -0.066
H 0.688 0.857 1.056 0.756 -0.444 -0.695
H 0.977 0.166 -0.340 0.071 0.914 0.979
O -0.769 2.787 -0.526 2.129 1.137 -1.290
H 0.104 2.415 -0.249 -0.620 -0.519 0.365
H -0.366 3.444 -1.164 -1.384 -0.571 0.836
O -2.194 0.395 0.285 1.341 0.961 1.618
H -1.933 1.347 0.388 -0.658 -0.653 -0.708
H -1.725 0.072 1.098 -0.603 -0.345 -0.948
O -0.752 0.229 -2.196 -0.954 1.094 2.088
H -1.289 0.200 -1.333 0.217 -0.811 -1.227
H -0.501 1.159 -2.009 0.292 -0.321 -0.829
O 1.108 -1.643 -1.705 -0.451 0.702 -0.111
H 0.323 -1.105 -2.032 1.067 -0.195 0.168
H 1.853 -1.017 -1.625 -0.430 -0.479 -0.276
O 0.842 -2.494 0.869 -0.454 0.710 -0.012
H 0.663 -2.225 -0.061 0.407 -0.045 0.320
H 1.048 -3.415 0.808 0.210 -0.829 0.006
```
Forces are in eV/Å.

Values from the calculation:
- SMILES: O.O.O.O.O.O.O
- HOMO: -11.40 eV
- Gap between HOMO and LUMO: 11.77 eV
- LUMO energy: 0.4 eV
- Total energy: -14560.2222 eV

Löwdin population analysis, charges in e, atoms 1 to 4:
1 O -0.06
2 H 0.01
3 H 0.07
4 O -0.08

=====

The following is a quantum chemistry calculation of H14O9V as an isolated structure, from OMol25.

Structure (XYZ):
```
24
Properties=species:S:1:pos:R:3:forces:R:3
O -1.726 -0.389 -0.622 2.002 0.051 -0.152
V -0.138 -0.421 -0.685 -2.152 1.208 1.818
O 0.331 0.355 0.625 -0.310 -0.849 -1.699
O 1.410 1.566 2.793 0.159 -0.042 0.640
H 1.501 0.714 2.366 -0.025 -0.028 -0.168
H 1.548 2.202 2.091 -0.098 0.195 -0.154
O -1.519 -0.244 3.090 -0.041 -0.266 -0.333
H -0.691 0.116 3.406 0.285 0.391 0.054
H -1.980 -0.518 3.883 -0.203 -0.042 0.215
O 2.105 -0.449 -1.333 -0.560 -0.316 -0.332
H 2.996 -0.352 -0.996 0.208 0.166 0.487
H 2.212 -0.508 -2.282 0.139 -0.203 -0.378
O -0.031 1.173 -2.497 0.110 -1.041 0.464
H 0.498 1.047 -3.285 0.166 -0.108 -0.259
H -0.235 2.108 -2.493 -0.390 0.421 0.561
O -1.698 2.700 -0.026 0.351 0.061 -0.364
H -2.466 3.234 -0.229 -0.202 0.202 -0.030
H -2.019 2.041 0.590 -0.024 -0.315 0.288
O 0.234 -2.400 0.679 0.399 0.520 -1.248
H -0.102 -2.946 1.390 -0.660 0.026 0.235
H 1.132 -2.193 0.940 0.397 -0.023 0.245
O -0.271 -1.981 -2.293 0.707 0.103 0.029
H -0.261 -2.905 -2.041 0.151 -0.435 0.308
H -0.829 -1.950 -3.070 -0.410 0.324 -0.228
```
Forces are in eV/Å.

Values from the calculation:
- HOMO: -13.65 eV
- Charge: +1
- Gap between HOMO and LUMO: 9.15 eV
- LUMO energy: -4.5 eV
- Total energy: -44336.6731 eV

Löwdin population analysis, charges in e, atoms 1 to 4:
1 O -0.24
2 V 0.94
3 O -0.28
4 O -0.05

=====

The following is a quantum chemistry calculation of a 7-piece molecular cluster, H16NO6 overall, from OMol25.

Structure (XYZ):
```
23
Properties=species:S:1:pos:R:3:forces:R:3
N -4.812 -7.606 8.415 1.047 0.161 0.022
H -4.015 -7.674 9.031 0.295 -0.642 0.671
H -4.768 -8.393 7.783 -0.498 -1.046 -0.362
H -4.500 -6.847 7.826 -0.706 1.095 -0.581
H -5.647 -7.500 8.973 -0.466 0.166 -0.189
O -4.152 -9.494 6.363 0.465 0.299 0.481
H -4.882 -9.606 5.755 -0.685 0.094 -0.360
H -3.590 -10.252 6.206 0.334 -0.339 0.039
O -6.682 -8.114 6.065 0.206 0.315 0.839
H -6.398 -7.781 5.214 0.195 0.311 -0.647
H -7.238 -8.864 5.857 -0.453 -0.553 -0.100
O -3.345 -5.924 6.994 0.124 0.343 0.122
H -2.551 -6.403 6.756 0.363 -0.353 -0.113
H -3.451 -5.274 6.300 -0.200 0.281 -0.284
O -6.353 -5.353 11.249 0.177 0.093 0.405
H -6.020 -4.724 10.610 0.041 0.231 -0.148
H -6.744 -6.049 10.720 -0.025 -0.163 -0.271
O -3.111 -8.178 10.414 0.236 0.001 0.183
H -3.372 -7.605 11.134 -0.161 0.303 0.336
H -2.544 -8.833 10.822 0.226 -0.308 -0.029
O -7.259 -7.627 9.704 0.072 0.276 0.285
H -7.977 -7.640 10.336 -0.349 -0.063 0.330
H -7.457 -8.343 9.101 -0.238 -0.504 -0.629
```
Forces are in eV/Å.

Values from the calculation:
- HOMO (alpha / beta): -2.54 / -11.24 eV
- Spin multiplicity: 2
- Gap between HOMO and LUMO (alpha / beta): 2.89 / 11.37 eV
- LUMO energy (alpha / beta): 0.4 / 0.1 eV
- Total energy: -14032.1409 eV

Löwdin population analysis, charges in e, atoms 1 to 4:
1 N 0.23
2 H 0.05
3 H 0.05
4 H 0.05

=====

The following is a quantum chemistry calculation of a 8-piece molecular cluster, H16O8 overall, from OMol25.

Structure (XYZ):
```
24
Properties=species:S:1:pos:R:3:forces:R:3
O 1.223 1.616 -1.669 -0.236 2.170 2.134
H 1.326 2.591 -1.717 -0.185 -0.747 0.371
H 1.377 1.352 -2.529 0.569 -1.168 -2.948
O 0.147 -4.557 -0.226 0.455 1.032 1.173
H -0.073 -3.599 -0.263 0.196 -1.016 -0.311
H 0.618 -4.565 0.642 -0.546 -0.243 -0.918
O -0.865 -2.027 -1.260 0.088 0.144 0.615
H -1.220 -2.410 -2.046 -0.388 -0.486 -0.922
H -1.546 -2.105 -0.588 -0.423 -0.141 0.112
O 0.371 -0.235 0.073 0.460 0.678 1.153
H 0.742 0.356 -0.579 0.805 0.901 0.062
H -0.151 -0.749 -0.513 -0.951 -1.191 -0.852
O 1.302 2.853 1.212 -1.765 1.015 2.075
H 2.168 2.661 0.986 2.470 -0.723 -0.822
H 0.729 2.648 0.499 -0.787 -0.179 -1.173
O -1.199 3.184 -0.559 0.837 0.101 -1.730
H -1.059 2.485 -1.228 -0.064 0.668 0.151
H -1.554 2.644 0.134 -0.738 -0.631 1.001
O -1.642 1.297 1.282 -2.049 0.584 0.306
H -0.940 0.753 0.957 1.489 -0.551 -0.084
H -1.329 2.020 1.823 0.620 -0.249 0.453
O 0.287 -2.406 1.875 -0.002 -0.077 -0.375
H 0.470 -1.806 1.138 0.017 0.108 -0.034
H 0.819 -2.001 2.556 0.125 0.002 0.564
```
Forces are in eV/Å.

Values from the calculation:
- SMILES: O.O.O.O.O.O.O.O
- HOMO: -10.85 eV
- Gap between HOMO and LUMO: 10.70 eV
- LUMO energy: -0.1 eV
- Total energy: -16639.7313 eV

Löwdin population analysis, charges in e, atoms 1 to 4:
1 O -0.01
2 H 0.10
3 H 0.03
4 O -0.10

=====

The following is a quantum chemistry calculation of a 8-piece molecular cluster, H16O8 overall, from OMol25.

Structure (XYZ):
```
24
Properties=species:S:1:pos:R:3:forces:R:3
O -1.465 -0.610 1.139 3.077 -0.153 0.910
H -0.555 -0.315 1.454 -1.486 -0.970 -0.596
H -1.989 -0.211 1.821 -1.011 0.234 0.399
O 1.631 -2.397 -1.571 0.095 -2.224 -0.359
H 2.367 -2.032 -2.110 -1.267 -0.902 0.703
H 0.955 -1.716 -1.672 0.397 -0.606 0.080
O -2.441 1.366 0.064 -4.810 0.539 -3.317
H -2.184 1.576 -0.856 -0.832 -0.097 0.787
H -1.654 1.387 0.472 3.772 -0.197 2.436
O -0.455 2.806 -0.637 0.614 -1.206 -4.854
H -0.372 2.758 0.250 0.468 0.627 4.840
H -0.355 1.844 -0.842 0.125 1.189 -0.482
O -1.870 -0.106 -2.782 -2.137 3.223 1.500
H -2.447 0.588 -3.223 0.891 -1.132 1.042
H -1.580 -0.565 -3.511 1.325 -2.012 -2.551
O 2.484 0.319 0.855 2.904 0.450 1.111
H 1.672 -0.156 0.871 -0.400 -1.198 0.288
H 3.215 -0.120 1.415 -2.370 0.724 -1.286
O -0.426 -1.127 4.886 1.953 -0.983 0.817
H -1.207 -1.231 4.404 -2.271 0.280 -1.215
H -0.123 -2.056 4.847 0.311 0.684 0.346
O 2.085 -0.289 -1.889 4.207 -0.946 -1.601
H 1.658 0.468 -1.693 -1.652 4.361 0.997
H 3.058 -0.182 -1.688 -1.903 0.314 0.007
```
Forces are in eV/Å.

Values from the calculation:
- SMILES: O.O.O.O.O.O.O.O
- HOMO: -10.12 eV
- Gap between HOMO and LUMO: 10.04 eV
- LUMO energy: -0.1 eV
- Total energy: -16636.4449 eV

Löwdin population analysis, charges in e, atoms 1 to 4:
1 O -0.06
2 H 0.06
3 H 0.03
4 O -0.11

=====

The following is a quantum chemistry calculation of H16O8 as an isolated structure, from OMol25.

Structure (XYZ):
```
24
Properties=species:S:1:pos:R:3:forces:R:3
O 9.151 15.126 -0.344 -1.178 1.249 0.267
H 8.554 14.949 0.382 -0.408 -0.042 0.036
H 10.025 15.032 0.035 -0.609 0.642 -0.346
O 9.679 12.211 0.223 -2.473 -2.950 0.194
H 9.780 12.083 1.167 -0.092 -0.261 0.137
H 10.250 12.951 0.018 -1.131 -1.354 0.495
O 11.463 11.997 -2.939 1.110 -1.594 -0.258
H 12.153 12.043 -3.601 0.229 -0.220 -0.200
H 11.440 12.874 -2.556 -0.444 0.288 -0.568
O 8.576 13.718 -4.702 1.985 0.859 -6.629
H 8.463 13.708 -5.652 -0.395 0.064 -0.351
H 9.418 14.151 -4.564 0.843 0.597 -0.009
O 11.075 13.881 0.102 5.419 2.965 0.599
H 11.875 13.690 -0.388 0.718 -0.091 -0.292
H 11.384 14.184 0.956 0.145 -0.066 0.623
O 10.194 13.899 -2.372 6.145 -1.318 3.070
H 10.324 13.673 -1.451 -0.935 0.330 -0.605
H 9.264 13.740 -2.530 -2.289 -0.221 0.672
O 10.332 15.807 -3.349 0.426 4.115 -2.772
H 10.793 16.482 -2.851 -0.042 0.427 -0.250
H 10.193 15.099 -2.720 0.172 -0.205 0.931
O 8.168 13.317 -2.722 -4.552 -2.418 4.918
H 8.554 12.444 -2.793 -0.475 -0.718 0.020
H 8.188 13.662 -3.615 -2.170 -0.077 0.319
```
Forces are in eV/Å.

Values from the calculation:
- HOMO: -9.63 eV
- Gap between HOMO and LUMO: 9.29 eV
- LUMO energy: -0.3 eV
- Total energy: -16633.6159 eV

Löwdin population analysis, charges in e, atoms 1 to 4:
1 O -0.03
2 H 0.06
3 H -0.01
4 O -0.05

=====

The following is a quantum chemistry calculation of a 8-piece molecular cluster, H16O8 overall, from OMol25.

Structure (XYZ):
```
24
Properties=species:S:1:pos:R:3:forces:R:3
O 1.120 1.443 -1.093 1.175 2.139 -1.761
H 0.604 2.142 -1.592 0.293 -1.792 1.557
H 0.666 0.920 -0.449 -1.372 -0.062 0.334
O 0.442 -0.491 -3.158 -0.679 2.146 1.810
H -0.184 -0.043 -2.510 1.632 -0.260 -0.938
H -0.109 -1.205 -3.372 -0.939 -2.090 -0.930
O -0.215 -3.762 -1.997 -0.455 0.273 0.171
H 0.033 -3.235 -1.222 -0.460 -0.147 -0.419
H 0.587 -4.193 -2.270 0.438 -0.268 -0.336
O -0.500 -0.295 0.313 -1.447 0.981 1.717
H -0.967 -0.265 1.200 1.032 -0.245 -1.611
H -0.049 -1.131 0.241 0.220 -0.644 -0.088
O -1.766 2.322 -0.792 -0.142 -0.414 0.127
H -1.967 3.153 -0.380 -0.251 0.965 -0.188
H -1.676 1.798 0.014 0.275 -0.479 -0.324
O -0.664 2.487 1.820 -0.867 -0.782 0.527
H -1.071 3.304 2.085 -0.258 0.531 0.327
H 0.153 2.731 1.421 1.194 0.293 -0.822
O 0.873 -2.701 0.219 -0.058 -0.650 -1.696
H 1.535 -3.303 -0.149 -0.008 0.280 0.127
H 1.143 -2.545 1.089 0.680 0.366 2.265
O 1.022 0.819 3.394 -0.305 -0.125 0.254
H 0.339 1.316 2.920 0.073 0.031 -0.022
H 0.644 0.729 4.278 0.231 -0.046 -0.081
```
Forces are in eV/Å.

Values from the calculation:
- SMILES: O.O.O.O.O.O.O.O
- HOMO: -10.32 eV
- Gap between HOMO and LUMO: 10.33 eV
- LUMO energy: 0.0 eV
- Total energy: -16639.2740 eV

Löwdin population analysis, charges in e, atoms 1 to 4:
1 O -0.09
2 H 0.07
3 H -0.05
4 O -0.07